ORCA calculation (wB97M-V/def2-TZVPD) on a structure of composition C33H25AsN6O4P2S5Se2Ta.

The geometry in XYZ format:
```
79
Properties=species:S:1:pos:R:3:forces:R:3
Ta -0.477 -0.317 0.011 0.2 0.1 0.5
Se 5.718 -4.148 1.147 0.0 0.1 0.1
P 3.848 -4.795 0.440 0.1 0.0 0.0
C 3.815 -5.007 -1.373 0.0 -0.1 0.0
C 5.006 -4.956 -2.089 -0.1 0.0 0.0
C 4.986 -5.036 -3.476 0.0 0.0 0.0
C 3.777 -5.153 -4.147 0.0 0.0 0.0
C 2.586 -5.207 -3.434 -0.1 0.0 0.0
C 2.600 -5.143 -2.049 0.1 0.0 0.0
C 3.302 -6.371 1.141 0.0 0.0 0.0
C 3.409 -7.555 0.424 0.0 0.0 0.0
C 3.040 -8.756 1.017 0.0 0.0 0.0
C 2.566 -8.771 2.319 0.0 0.0 0.0
C 2.462 -7.586 3.037 0.0 0.0 0.0
C 2.832 -6.388 2.451 0.0 0.0 0.0
C 2.452 -3.705 0.736 0.0 0.0 0.0
C 2.258 -2.328 0.737 0.2 0.1 -0.3
N 0.920 -2.140 0.628 0.0 0.0 0.2
N 0.330 -3.326 0.625 -0.1 0.0 0.0
N 1.223 -4.272 0.687 0.0 0.0 0.0
P 3.248 -0.848 0.763 -0.2 -0.1 0.0
Se 1.855 0.739 1.206 0.1 -0.2 0.0
C 4.509 -0.902 2.041 0.0 0.0 -0.1
C 5.846 -0.642 1.777 0.0 -0.1 0.0
C 6.762 -0.660 2.818 0.0 0.0 0.0
C 6.342 -0.944 4.109 0.0 0.0 0.0
C 5.002 -1.197 4.371 0.0 0.0 0.0
C 4.080 -1.167 3.339 0.0 0.0 0.0
C 4.019 -0.655 -0.859 0.0 0.0 0.1
C 3.896 -1.642 -1.832 0.1 0.1 0.0
C 4.457 -1.449 -3.088 0.1 0.0 0.0
C 5.143 -0.278 -3.370 0.0 0.0 0.0
C 5.267 0.710 -2.398 0.0 0.0 0.1
C 4.694 0.531 -1.149 0.0 0.0 0.0
H 5.938 -4.827 -1.552 0.0 0.0 0.0
H 5.915 -4.990 -4.030 0.0 0.0 0.0
H 3.759 -5.192 -5.229 0.0 0.0 0.0
H 1.641 -5.282 -3.955 0.0 0.0 0.0
H 1.671 -5.172 -1.494 0.0 0.0 0.0
H 3.771 -7.542 -0.596 0.0 0.0 0.0
H 3.117 -9.678 0.454 0.0 0.0 0.0
H 2.271 -9.707 2.777 0.0 0.0 0.0
H 2.085 -7.595 4.051 0.0 0.0 0.0
H 2.745 -5.460 3.003 0.0 0.0 0.0
H 6.181 -0.468 0.763 0.0 0.0 0.0
H 7.808 -0.470 2.616 0.0 0.0 0.0
H 7.062 -0.970 4.917 0.0 0.0 0.0
H 4.675 -1.419 5.378 0.0 0.0 0.0
H 3.031 -1.354 3.533 0.0 0.0 0.0
H 3.353 -2.552 -1.622 0.0 0.0 0.0
H 4.344 -2.215 -3.845 0.0 0.0 0.0
H 5.564 -0.124 -4.355 0.0 0.0 0.0
H 5.801 1.626 -2.619 0.0 0.0 0.0
H 4.760 1.308 -0.395 0.0 0.0 0.0
S -4.933 -1.445 0.842 -0.1 0.0 0.0
As -3.555 0.085 0.897 0.1 -0.1 -0.2
S -1.601 -1.029 1.830 0.1 0.1 0.1
S -2.543 0.217 -1.110 -0.2 0.0 -0.2
S -3.743 1.896 1.845 -0.1 0.1 0.1
C 1.841 2.689 -1.827 0.0 0.0 0.0
C 1.563 1.359 -2.423 0.1 0.1 -0.1
N 0.815 0.383 -1.940 -0.2 -0.2 0.1
C 0.821 -0.622 -2.873 -0.1 0.0 0.1
C 1.604 -0.271 -3.929 -0.2 0.1 0.0
N 2.058 0.985 -3.623 0.0 0.0 0.0
C 2.041 -0.959 -5.160 0.2 0.1 0.1
O 1.547 -2.158 -5.357 0.1 0.0 -0.2
O 2.846 -0.426 -5.893 -0.1 0.0 -0.1
C 0.025 -1.836 -2.583 0.1 0.1 -0.1
O -0.074 -2.729 -3.426 0.1 -0.1 0.2
O -0.503 -1.821 -1.421 -0.1 -0.1 -0.5
H 1.379 2.784 -0.850 0.0 0.0 -0.1
H 1.443 3.475 -2.472 0.0 0.0 0.0
H 2.917 2.835 -1.721 0.0 0.0 0.0
H 2.682 1.509 -4.216 0.0 0.0 0.0
H 0.894 -2.414 -4.629 -0.1 -0.1 0.0
S -0.652 4.476 0.684 0.0 0.2 0.0
C -0.644 2.892 0.528 0.0 -0.1 0.0
N -0.579 1.723 0.393 -0.1 0.0 0.0
```
Positions in Å, forces in eV/Å.

Charge = -1
E_tot = -11671.7722 Ha
LUMO = 1.072 eV

Results of the Löwdin charge analysis, in e, for atoms 1 through 8:
1 Ta 0.995
2 Se 0.326
3 P 0.523
4 C -0.376
5 C -0.121
6 C -0.089
7 C -0.083
8 C -0.066